(1)
Below is 7 unconnected molecules or ions with the total composition C15H36F3NO15S3, with properties calculated with ωB97M-V with the def2-TZVPD basis set.

The total energy comes out at -88996.20061 eV. The LUMO energy is 3.452 eV.

ORCA input file:
```
! RIJCOSX wB97M-V def2-TZVPD def2/J DEFGRID3
* xyz -2 1
N -0.7187 1.1283 0.8520
H 0.2957 1.0788 0.9328
H -1.0066 1.9064 0.2041
H -1.0857 1.4304 1.7932
H -1.0358 0.1964 0.6281
C -2.4606 3.9136 -1.1858
O -1.6371 3.4877 -0.2488
O -2.0911 4.0730 -2.4071
O -3.6352 4.3057 -0.7872
C -2.3935 1.2131 4.2749
O -1.9386 2.0315 3.2961
H -3.0650 0.3867 3.9136
H -1.5607 0.6045 4.7301
H -2.9017 1.7321 5.1121
O 1.2945 -2.1967 4.3974
S 0.6896 -1.6455 3.2195
O 0.9622 -0.3348 2.7490
O 1.0788 -2.6129 1.9783
C 1.0869 -4.0389 2.0460
C 2.2245 -4.5779 2.8690
C -1.0886 -1.8709 3.3232
H 1.2112 -4.3682 1.0144
H 0.1086 -4.3949 2.3784
H 2.2313 -4.3008 3.9229
H 3.2079 -4.2255 2.5377
H 2.3815 -5.6613 2.8731
H -1.4213 -1.1272 4.0465
H -1.2590 -2.8804 3.6969
H -1.4807 -1.7905 2.3128
O 2.5380 3.8274 -0.7565
S 2.8894 2.5253 -0.3127
O 1.9916 1.7039 0.4198
O 3.4353 1.6434 -1.5590
C 4.1363 2.3096 -2.6099
C 4.5002 1.2528 -3.6406
C 4.4592 2.5811 0.5700
H 5.0578 2.7960 -2.2763
H 3.4772 3.0762 -3.0157
H 4.9547 0.3700 -3.1913
H 5.2199 1.6126 -4.3800
H 3.6287 0.9734 -4.2334
H 4.9437 3.5330 0.3753
H 5.0097 1.6671 0.3622
H 4.3043 2.5142 1.6486
O -4.8324 -1.2725 -0.4216
S -3.8142 -0.3531 0.0179
O -2.6114 -0.8393 0.6354
O -3.3164 0.5075 -1.2523
C -4.2946 0.8888 -2.2252
C -3.5750 1.5591 -3.3683
C -4.5519 1.0510 0.8981
H -4.9815 1.6232 -1.7988
H -4.8135 -0.0022 -2.5813
H -2.9411 2.4049 -3.0788
H -4.2702 1.9229 -4.1286
H -2.9219 0.8347 -3.8692
H -5.3223 1.4770 0.2636
H -3.7742 1.8186 1.0267
H -4.9098 0.6890 1.8592
C 2.7807 -1.3840 -0.6218
C 2.2911 -1.2552 -2.0421
O 1.2116 -2.1765 -2.3023
C -0.0476 -1.7960 -2.1237
O -0.3913 -0.7073 -1.7847
C -1.0632 -2.9590 -2.2630
F -2.2710 -2.4577 -2.4667
F -0.7880 -3.7821 -3.2782
F -1.0363 -3.5477 -1.0547
H 1.9677 -1.1554 0.0647
H 3.6430 -0.7294 -0.5221
H 3.0406 -2.4310 -0.4419
H 3.0384 -1.5556 -2.7774
H 2.0159 -0.2204 -2.2368
*
```

=====

(2)
Below is 5 unconnected molecules or ions with the total composition C15H36FN3O10P, with properties calculated with ωB97M-V with the def2-TZVPD basis set.

The total energy comes out at -53091.90894 eV. The LUMO energy is 2.593 eV. The energy relative to the best compared isomer or geometry (same formula, charge and spin) is 16.61 kcal per mole.

ORCA input file:
```
! RIJCOSX wB97M-V def2-TZVPD def2/J DEFGRID3
* xyz -1 1
F 0.1731 -0.6909 -2.4783
O -1.7491 0.5781 0.7502
P -1.2333 0.4759 2.1149
N -2.1973 -0.4701 3.0748
C -2.1130 -1.9224 3.0084
C -3.4202 0.0951 3.6305
N -0.9565 1.9440 2.8875
C -0.3104 3.0253 2.1666
C -0.8230 2.0296 4.3388
N 0.2357 -0.3351 2.1414
C 1.1515 -0.0869 1.0222
C 0.8263 -0.8016 3.3739
H -1.5792 -2.4087 3.8396
H -1.6395 -2.2486 2.0870
H -3.1373 -2.2744 3.1414
H -3.9521 -0.6132 4.2606
H -4.0837 0.4265 2.8228
H -3.1847 0.9766 4.2300
H -0.1458 2.7482 1.1284
H -0.9481 3.9179 2.1952
H 0.6360 3.2863 2.6530
H -1.5025 2.7853 4.7427
H -1.1267 1.0642 4.7466
H 0.2200 2.1953 4.6224
H 0.6792 -0.3947 0.0841
H 1.3872 0.9784 0.9185
H 2.0698 -0.6402 1.2149
H 1.5979 -0.0942 3.7299
H 1.3531 -1.7528 3.2607
H 0.0560 -0.8334 4.1402
C -5.0452 -3.1214 0.6182
O -3.8116 -3.7750 0.4110
C -2.8810 -2.9975 -0.1960
O -3.0612 -1.9019 -0.6210
O -1.7420 -3.6750 -0.1303
C -0.5280 -3.0869 -0.6319
H -5.6004 -3.0532 -0.3177
H -4.8779 -2.1222 1.0204
H -5.6185 -3.7099 1.3310
H 0.3094 -3.7252 -0.3577
H -0.4231 -2.0564 -0.3034
H -0.5255 -3.0692 -1.7234
C 2.1145 1.8666 -2.1397
O 1.5906 3.1593 -1.8217
C 0.3318 3.2305 -1.4052
O -0.4065 2.3169 -1.2071
O 0.0205 4.5244 -1.2614
C -1.3269 4.8139 -0.9289
H 3.1983 1.9275 -2.2170
H 1.6107 1.4856 -3.0261
H 1.9537 1.1130 -1.3655
H -1.4265 5.8988 -0.9003
H -1.5554 4.4254 0.0601
H -1.9899 4.4461 -1.7105
C 2.7072 -1.5479 -3.5589
O 3.3377 -0.7799 -4.5906
C 4.4810 -1.2007 -5.0879
O 5.0599 -2.2186 -4.8015
O 4.8895 -0.3003 -5.9815
C 6.0854 -0.6006 -6.6877
H 1.8637 -2.1504 -3.8830
H 2.3597 -0.8862 -2.7734
H 3.4337 -2.2563 -3.1487
H 5.8483 -1.2580 -7.5181
H 6.8291 -1.0319 -6.0150
H 6.5113 0.3573 -6.9787
*
```

=====

(3)
Below is a molecular structure, C15H36FNO7Sr, with properties calculated with ωB97M-V with the def2-TZVPD basis set.

The total energy comes out at -35514.98746 eV. The LUMO energy is 0.153 eV. The energy relative to the best compared isomer or geometry (same formula, charge and spin) is 0.00 kcal per mole.

ORCA input file:
```
! RIJCOSX wB97M-V def2-TZVPD def2/J DEFGRID3
* xyz 0 1
Sr 0.1531 0.4567 -2.0639
C 0.0552 -1.2981 1.7449
C -0.9709 -0.2178 2.1108
C -1.1263 -0.2075 3.6425
C -0.0029 0.4962 4.4067
C 0.3373 1.8280 3.7627
C 0.4776 1.8199 2.2427
N -0.6483 1.1109 1.6360
O -0.5284 1.1411 0.2433
C 1.8730 1.2664 1.8934
C 0.4270 3.2540 1.7521
C -2.3217 -0.5915 1.5571
H 0.9196 -1.3015 2.4161
H 0.3997 -1.3268 0.7104
H -0.3228 -2.3160 1.9628
H -1.2605 -1.2342 3.9940
H -2.0510 0.3374 3.8725
H 0.8675 -0.1652 4.4513
H -0.3234 0.7023 5.4286
H 1.3215 2.1477 4.1479
H -0.2779 2.6479 4.1493
H 2.6346 2.0238 2.0808
H 1.8820 0.9809 0.8383
H 2.1088 0.3573 2.4429
H 0.6328 3.3040 0.6812
H 1.1536 3.8900 2.2682
H -0.5643 3.6878 1.9043
H -2.6942 -1.5067 2.0211
H -2.3397 -0.6533 0.4740
H -3.0103 0.2379 1.7571
F 0.4275 -0.0986 -4.4396
C -0.3473 -3.3523 -1.5494
C 0.6345 -4.4923 -1.5629
O 0.5818 -5.2656 -2.7652
O 0.1776 -2.1593 -2.1616
H -0.5200 -3.0711 -0.5093
H -1.2714 -3.6501 -2.0482
H 0.4224 -5.1837 -0.7496
H 1.6536 -4.1139 -1.4333
H 0.6160 -4.6547 -3.5088
H 0.5922 -2.3509 -3.0135
C 3.5108 0.6819 -2.1602
C 2.9996 2.0348 -1.7588
O 1.7310 2.4225 -2.3320
O 2.5921 -0.3274 -1.6573
H 4.4371 0.5700 -1.5780
H 3.7661 0.4883 -3.2007
H 3.7338 2.7910 -2.0540
H 2.9374 2.1080 -0.6715
H 1.8540 3.2753 -2.7527
H 2.8695 -1.1552 -2.0615
C -3.4609 -0.0523 -2.1398
C -3.0534 0.9636 -3.1764
O -1.9711 1.7940 -2.6809
O -2.3367 -0.8737 -1.9110
H -4.3266 -0.6155 -2.5048
H -3.7273 0.4702 -1.2103
H -3.9393 1.5299 -3.4709
H -2.6136 0.5032 -4.0633
H -2.4178 2.4718 -2.1631
H -2.3522 -1.5594 -1.2405
*
```

=====

(4)
Below is a molecular structure, C15H36KN6O2S3, with properties calculated with ωB97M-V with the def2-TZVPD basis set.

The total energy comes out at -78001.95595 eV. The LUMO energy is -2.006 eV.

ORCA input file:
```
! RIJCOSX wB97M-V def2-TZVPD def2/J DEFGRID3
* xyz 1 1
K 0.0086 -1.0370 -0.1334
N -0.6107 -3.3335 1.2860
C 0.6512 -4.0722 1.0980
C 0.8883 -4.3574 -0.3820
N 1.2209 -3.1605 -1.1640
C 2.6541 -2.9079 -1.3630
C 3.2444 -1.8746 -0.4067
N 2.6046 -0.5634 -0.6064
H -0.7319 -3.0828 2.2606
H -1.3885 -3.9384 1.0446
H 0.6803 -5.0198 1.6436
H 1.4629 -3.4545 1.4880
H -0.0282 -4.7917 -0.7896
H 1.6681 -5.1224 -0.4729
H 0.7534 -3.1963 -2.0581
H 2.8003 -2.5380 -2.3817
H 3.2352 -3.8332 -1.2771
H 4.3256 -1.8566 -0.5707
H 3.0774 -2.1817 0.6277
H 2.8107 -0.2181 -1.5385
H 2.9793 0.1223 0.0393
C 0.6364 4.5630 -1.1097
C 0.8160 3.5381 -2.2306
S 0.0674 1.9171 -1.9897
C -1.7021 2.2733 -1.9288
C -2.2796 2.7944 -0.6042
S -1.6992 1.8638 0.8401
C -1.2268 3.1600 2.0167
C -0.4195 4.3503 1.5035
S 1.0811 3.9745 0.5553
H -0.3918 4.9148 -1.0783
H 1.2585 5.4300 -1.3319
H 1.8752 3.3116 -2.3638
H 0.4599 3.9621 -3.1709
H -2.1682 1.3180 -2.1752
H -1.9561 2.9633 -2.7360
H -3.3672 2.7380 -0.6514
H -2.0269 3.8390 -0.4574
H -0.6447 2.6097 2.7589
H -2.1181 3.5360 2.5203
H -0.1121 4.9341 2.3716
H -1.0353 5.0170 0.9030
C -2.1080 -1.5937 -4.5636
O -3.0924 -1.5176 -3.5155
C -2.5911 -1.3851 -2.2866
O -1.4025 -1.3656 -2.0275
N -3.5980 -1.2447 -1.3833
N -3.2955 -1.1954 -0.0218
H -2.6733 -1.6421 -5.4870
H -1.4985 -2.4871 -4.4481
H -1.4691 -0.7137 -4.5513
H -4.5445 -1.3624 -1.7096
H -3.6100 -2.0414 0.4367
H -3.7381 -0.3911 0.4043
C 1.7500 1.3513 5.1086
C 2.1063 -0.0739 4.6681
C 1.4848 -0.4164 3.3798
N 0.9725 -0.6296 2.3730
H 2.2353 1.5730 6.0572
H 0.6739 1.4587 5.2400
H 2.0849 2.0803 4.3714
H 1.7761 -0.8038 5.4064
H 3.1845 -0.1901 4.5637
*
```

=====

(5)
Below is a molecular structure, C15H36N4O7SZn, with properties calculated with ωB97M-V with the def2-TZVPD basis set.

The total energy comes out at -95676.93840 eV. The LUMO energy is -4.865 eV. The energy relative to the best compared isomer or geometry (same formula, charge and spin) is 282.02 kcal per mole.

ORCA input file:
```
! RIJCOSX wB97M-V def2-TZVPD def2/J DEFGRID3
* xyz 0 1
Zn -0.0160 -1.4479 -15.5952
S -0.5394 -5.2395 -17.2633
O -1.0203 -4.6643 -15.9802
O 0.2523 -4.1523 -17.7354
O 0.2493 -6.4508 -17.1006
O -1.6973 -5.4469 -18.1545
C -3.8755 1.6616 -19.7351
C -2.9300 1.0022 -18.7030
N -3.3745 0.9826 -17.2384
C -4.6771 0.2111 -17.1375
C -5.2408 -0.0060 -15.7201
C -3.7632 2.3271 -16.8540
C -2.5799 3.3992 -16.9163
H -3.4208 1.6692 -20.7256
H -3.9174 2.7274 -19.5106
H -4.8475 1.1803 -19.8435
H -2.8140 -0.0093 -19.0921
H -2.0917 1.6761 -18.8794
H -5.4653 0.7564 -17.6566
H -4.6618 -0.7657 -17.6210
H -4.5833 -0.6748 -15.1646
H -5.5487 0.8770 -15.1601
H -6.1916 -0.5364 -15.7730
H -4.0575 2.2188 -15.8101
H -4.6518 2.7602 -17.3131
H -1.7265 3.0134 -16.3587
H -2.9138 4.2011 -16.2578
H -2.4122 3.7080 -17.9481
C 4.4053 2.7998 -16.7503
C 3.8029 1.8451 -17.7464
O 2.8681 1.1537 -17.3445
N 4.3435 1.7300 -18.9606
C 3.8159 0.7359 -19.8748
H 4.7575 2.3118 -15.8415
H 3.7903 3.6701 -16.5212
H 5.3334 3.3367 -16.9469
H 5.1790 2.2743 -19.1211
H 3.6329 1.0650 -20.8977
H 2.8008 0.4006 -19.6622
H 4.4070 -0.1503 -20.1060
C -1.4346 2.6239 -10.5350
C -1.9468 1.1894 -10.5917
O -1.6378 0.4596 -11.4871
N -2.5012 0.7389 -9.4633
C -3.0225 -0.5435 -9.1497
H -0.5613 2.8197 -11.1572
H -1.0858 2.7940 -9.5164
H -2.1664 3.3444 -10.9002
H -2.7656 1.4392 -8.7853
H -2.4046 -1.2368 -9.7204
H -4.0352 -0.6339 -9.5427
H -3.0216 -0.7384 -8.0773
C 4.6324 -2.9024 -10.8845
C 4.5780 -3.2535 -12.3176
O 3.7472 -2.7106 -13.0625
N 5.4557 -4.1979 -12.7242
C 5.6626 -4.5547 -14.1421
H 3.8650 -2.1942 -10.5719
H 5.5817 -2.4919 -10.5405
H 4.4109 -3.8562 -10.4056
H 5.9697 -4.7565 -12.0579
H 6.1607 -5.5158 -14.2699
H 6.0662 -3.7183 -14.7127
H 4.6244 -4.6699 -14.4538
*
```

=====

(6)
Below is a molecular structure, C15H37AlBIN6O6, with properties calculated with ωB97M-V with the def2-TZVPD basis set.

The total energy comes out at -52731.73208 eV. The LUMO energy is -11.058 eV.

ORCA input file:
```
! RIJCOSX wB97M-V def2-TZVPD def2/J DEFGRID3
* xyz 2 1
I 0.3322 3.8135 -2.1914
C -0.7493 5.7524 -2.4223
C -1.0552 5.9472 -4.0209
C -2.4823 6.6726 -4.3745
C -3.7759 6.1108 -3.5391
C -4.0048 4.4958 -3.3677
O -5.2292 4.5682 -2.5064
B -5.9509 5.8489 -2.8327
O -5.1386 6.5258 -3.9049
H -0.0895 6.6254 -1.9523
H -1.6949 5.6546 -1.7398
H -0.8838 4.9148 -4.5876
H -0.2037 6.6736 -4.4353
H -2.3546 7.8560 -4.3332
H -2.7018 6.4339 -5.5236
H -3.5717 6.5393 -2.4502
H -4.3088 3.9078 -4.3574
H -3.0950 3.9315 -2.8733
H -7.0487 5.6777 -3.2159
H -5.9384 6.6722 -1.9618
Al 0.8513 2.9796 0.2190
C 2.8018 0.2957 3.3106
O 2.4488 0.3674 2.1439
N 2.8635 -0.8686 3.9815
N 3.1605 1.3746 4.0296
H 3.1516 -0.9478 4.9421
H 2.6017 -1.7054 3.4769
H 3.1282 2.2711 3.5620
H 3.4539 1.3355 4.9910
C 5.4520 -2.9408 2.2189
O 4.1944 -3.5998 2.3016
C 3.3398 -3.3252 1.1810
C 3.1723 -4.5837 0.3113
N 4.4129 -4.9103 -0.3995
C 4.3990 -6.2377 -1.0242
C 4.2860 -7.4599 -0.0911
O 5.4283 -7.6644 0.7431
C 5.4235 -6.9047 1.9441
H 5.9615 -3.0611 3.1788
H 6.0750 -3.3883 1.4438
H 5.3250 -1.8695 2.0271
H 3.6944 -2.4722 0.5896
H 2.3649 -3.0580 1.5952
H 2.3738 -4.4109 -0.4183
H 2.8671 -5.4022 0.9687
H 5.1903 -4.8751 0.2544
H 5.3408 -6.3274 -1.5813
H 3.5934 -6.2738 -1.7668
H 4.2270 -8.3495 -0.7313
H 3.3634 -7.4586 0.4994
H 4.4146 -6.7332 2.3292
H 5.9412 -5.9576 1.7854
H 5.9895 -7.4585 2.6982
C -9.1727 5.5472 0.2887
O -9.4654 5.8692 1.4295
N -7.9233 5.2029 -0.0720
N -10.0734 5.5078 -0.7097
H -7.6630 4.9349 -1.0060
H -7.2146 5.2192 0.6497
H -11.0261 5.7598 -0.4807
H -9.8515 5.2453 -1.6551
C 0.0196 -6.2079 3.3282
C 0.4907 -6.7372 2.0374
N 0.8628 -7.1553 1.0176
H -0.6226 -5.3307 3.1957
H -0.5606 -6.9526 3.8833
H 0.8538 -5.9041 3.9695
*
```

=====

(7)
Below is a molecular structure, C15H37CuN2O5, with properties calculated with ωB97M-V with the def2-TZVPD basis set.

The total energy comes out at -74006.98475 eV. The LUMO energy is 0.481 eV. The energy relative to the best compared isomer or geometry (same formula, charge and spin) is 35.32 kcal per mole.

ORCA input file:
```
! RIJCOSX wB97M-V def2-TZVPD def2/J DEFGRID3
* xyz 0 1
Cu 26.0163 -16.8592 -1.7984
C 24.7233 -15.3415 1.3261
C 25.7120 -14.5015 0.5500
C 27.0843 -14.7035 1.2029
O 25.7942 -14.7046 -0.8226
H 23.7487 -15.2922 0.8359
H 24.6182 -14.8980 2.3214
H 25.0516 -16.3645 1.5356
H 25.3526 -13.4723 0.6949
H 27.4345 -15.6464 0.7707
H 27.0875 -14.8033 2.2897
H 27.7610 -13.9223 0.8546
C 27.4465 -19.3654 -3.5641
O 26.5881 -18.2333 -3.7003
C 25.8598 -18.1391 -4.9240
C 24.9921 -16.8851 -4.6695
N 24.2017 -17.1180 -3.4372
C 23.2531 -16.0091 -3.2501
C 21.9670 -16.0667 -4.0452
O 21.2776 -17.2894 -4.0598
C 20.7579 -17.7530 -2.8225
H 27.9519 -19.4964 -4.5247
H 26.8241 -20.2109 -3.2768
H 28.2603 -19.1409 -2.8771
H 25.2799 -19.0613 -5.0265
H 26.3619 -17.9699 -5.8802
H 24.2756 -16.7464 -5.4825
H 25.6978 -16.0641 -4.5535
H 23.5895 -17.9026 -3.6550
H 23.8027 -15.0814 -3.4117
H 22.9840 -16.0386 -2.1900
H 22.1823 -15.8131 -5.0870
H 21.2345 -15.3279 -3.6998
H 20.2285 -17.0312 -2.1988
H 21.5863 -18.1476 -2.2228
H 20.1787 -18.6234 -3.1245
C 25.4054 -20.3740 -0.9384
O 25.8434 -19.0242 -0.7147
C 26.5793 -18.8576 0.4448
C 26.0014 -19.4724 1.7584
N 26.5401 -20.8229 1.9540
C 27.7727 -20.8730 2.7246
C 27.5150 -21.0398 4.2196
O 27.5188 -19.7916 4.9189
C 28.7641 -19.1375 4.8733
H 25.0847 -20.3470 -1.9822
H 24.4747 -20.5757 -0.4082
H 26.2360 -21.0595 -0.7896
H 26.6803 -17.7777 0.6135
H 27.6489 -19.1014 0.3621
H 24.9120 -19.5153 1.7038
H 26.1889 -18.8528 2.6397
H 25.8433 -21.4627 2.3023
H 28.4800 -20.0882 2.4651
H 28.2962 -21.7884 2.4236
H 28.3706 -21.6478 4.5415
H 26.5749 -21.5233 4.4747
H 28.8111 -18.4773 4.0019
H 29.7051 -19.6965 4.8588
H 28.8210 -18.5198 5.7705
*
```

=====

Number 1: orbital gap 2.27 eV. Number 2: orbital gap 6.67 eV. Number 3: orbital gap 6.06 eV. Number 4: orbital gap 8.58 eV. Number 5: orbital gap 3.55 eV. Number 6: orbital gap 0.91 eV. Number 7: orbital gap 7.36 eV.